Run a
A 2-piece molecular cluster, CHCl2FS overall, computed with ωB97M-V/def2-TZVPD.

XYZ file:
```
6
Properties=species:S:1:pos:R:3:lowdin_charge:R:1
C 1.72 0.14 0.27 -1.24
F 1.96 -0.48 -0.90 -0.09
S -2.88 0.01 -0.94 0.29
Cl 1.37 1.74 -0.11 0.66
Cl 0.86 -0.67 1.47 0.66
H -3.02 -0.74 0.20 -0.28
```

The LUMO energy (alpha / beta) comes out at -0.49 / -2.54 eV.



Run b
A 2-piece molecular cluster, CHCl2FS overall, computed with ωB97M-V/def2-TZVPD.

XYZ file:
```
6
Properties=species:S:1:pos:R:3:lowdin_charge:R:1
C -0.49 0.12 0.09 -1.51
F 0.79 -1.31 1.20 -0.50
S 0.24 -0.02 -1.50 0.73
Cl -0.10 1.63 0.87 0.62
Cl -1.96 -0.60 0.44 0.72
H 1.54 0.19 -1.10 -0.07
```

The LUMO energy (alpha / beta) comes out at -1.84 / -1.84 eV.



What should be chosen as the most stable of them? Choose run b.



Run a
One molecule with the formula C17H17N3O4S, computed with ωB97M-V/def2-TZVPD.

XYZ file:
```
42
Properties=species:S:1:pos:R:3:lowdin_charge:R:1
C -2.43 -1.20 -2.30 -0.03
C -2.98 -0.08 -1.46 -0.20
C -3.99 0.73 -1.93 -0.05
C -4.50 1.75 -1.14 -0.08
C -3.98 1.97 0.11 -0.05
C -2.94 1.19 0.61 -0.20
C -2.35 1.47 1.95 -0.03
C -2.47 0.14 -0.18 -0.14
N -1.42 -0.69 0.27 0.14
C -1.44 -1.45 1.38 -0.48
O -2.34 -1.50 2.19 0.07
C -0.16 -2.29 1.57 -0.10
C 1.11 -1.46 1.48 -0.20
S 1.87 -1.68 -0.15 0.71
O 2.45 -2.99 -0.25 -0.29
O 0.93 -1.31 -1.18 -0.30
C 3.21 -0.47 -0.23 -0.20
C 4.45 -0.81 -0.69 -0.02
C 5.49 0.14 -0.84 -0.04
C 5.31 1.46 -0.53 0.01
C 4.04 1.84 -0.04 -0.21
N 3.55 3.00 0.36 0.14
O 2.31 2.77 0.74 -0.03
N 1.94 1.50 0.61 0.14
C 2.98 0.87 0.12 -0.21
H -2.58 -2.16 -1.80 0.09
H -2.93 -1.24 -3.26 0.08
H -1.36 -1.09 -2.47 0.07
H -4.40 0.56 -2.92 0.11
H -5.30 2.37 -1.52 0.10
H -4.36 2.78 0.72 0.11
H -1.26 1.50 1.89 0.08
H -2.63 0.69 2.66 0.07
H -2.71 2.43 2.33 0.08
H -0.68 -0.87 -0.41 0.09
H -0.24 -2.78 2.54 0.13
H -0.13 -3.06 0.80 0.12
H 1.87 -1.79 2.19 0.11
H 0.93 -0.39 1.60 0.08
H 4.62 -1.84 -0.96 0.12
H 6.44 -0.20 -1.21 0.11
H 6.08 2.20 -0.65 0.12
```

Its structure (SMILES) is Cc1cccc(C)c1NC(=O)CCS(=O)(=O)c1cccc2nonc12. The LUMO energy comes out at -1.45 eV.



Run b
One molecule with the formula C17H17N3O4S, computed with ωB97M-V/def2-TZVPD.

XYZ file:
```
42
Properties=species:S:1:pos:R:3:lowdin_charge:R:1
C -2.02 1.58 -3.99 -0.03
C -0.93 0.75 -3.39 -0.20
C 0.28 0.64 -3.98 0.06
C 1.36 -0.14 -3.42 -0.44
O 2.46 -0.27 -3.90 0.11
O 1.10 -0.80 -2.24 0.12
C -0.10 -0.71 -1.63 -0.18
C -0.24 -1.38 -0.42 0.07
C -1.42 -1.29 0.30 -0.28
O -1.39 -1.89 1.52 -0.10
C -2.45 -1.68 2.43 -0.10
C -2.84 -0.24 2.74 -0.47
O -3.95 0.01 3.14 0.09
N -1.94 0.77 2.56 0.13
C -0.65 0.79 2.08 -0.61
N -0.26 1.68 1.23 0.03
N 1.03 1.60 0.94 0.02
C 1.67 0.69 1.56 -0.55
C 3.12 0.41 1.39 -0.42
C 3.82 0.41 2.75 -0.08
C 3.32 -0.93 0.68 -0.06
S 0.65 -0.24 2.66 1.14
C -2.50 -0.57 -0.23 0.00
C -2.36 0.08 -1.43 0.01
C -1.16 0.05 -2.15 -0.11
H -1.69 2.03 -4.92 0.08
H -2.90 0.96 -4.20 0.09
H -2.32 2.37 -3.30 0.09
H 0.51 1.15 -4.90 0.13
H 0.58 -1.96 -0.03 0.13
H -3.36 -2.19 2.10 0.15
H -2.11 -2.15 3.36 0.15
H -2.36 1.69 2.63 0.17
H 3.52 1.21 0.77 0.14
H 3.67 1.36 3.26 0.08
H 3.43 -0.39 3.38 0.07
H 4.89 0.26 2.62 0.08
H 2.86 -0.91 -0.31 0.07
H 2.89 -1.74 1.26 0.08
H 4.38 -1.13 0.56 0.08
H -3.43 -0.51 0.31 0.12
H -3.19 0.64 -1.82 0.12
```

Its structure (SMILES) is Cc1cc(=O)oc2cc(OCC(=O)Nc3nnc(C(C)C)s3)ccc12. The LUMO energy comes out at 0.06 eV.



What should be chosen as the most stable of them? Choose run b.



Run a
A 16-piece molecular cluster, C3H37NO16S overall, computed with ωB97M-V/def2-TZVPD.

XYZ file:
```
58
Properties=species:S:1:pos:R:3:lowdin_charge:R:1
O 0.44 -0.13 -0.16 0.03
C -0.19 0.42 0.70 -0.19
C -1.73 0.61 0.73 -0.43
C -2.10 1.64 -0.26 -0.56
S -3.86 1.75 -0.60 0.73
N -2.13 0.71 2.14 0.07
H 0.24 0.77 1.62 0.10
H -2.19 -0.34 0.40 0.13
H -1.63 2.61 -0.02 0.07
H -1.56 1.39 -1.23 0.08
H -4.35 0.90 0.32 -0.14
H -1.49 1.23 2.74 0.08
H -2.23 -0.26 2.43 0.05
H 0.73 1.94 -3.46 0.08
H 0.76 1.71 -1.90 0.03
O 0.41 1.35 -2.77 -0.08
H 0.98 -1.40 -3.69 0.04
H 1.34 0.05 -3.28 0.00
O 1.75 -0.82 -3.51 -0.09
H -4.45 -1.95 -1.28 0.02
H -4.06 -3.42 -1.17 0.01
O -4.42 -2.78 -1.78 -0.07
H 3.75 2.69 -0.91 -0.02
H 3.75 4.21 -1.09 0.03
O 4.31 3.47 -0.83 -0.08
H -1.66 -2.29 -1.03 0.00
H -2.05 -2.62 0.51 0.01
O -2.05 -2.93 -0.42 -0.08
H -0.32 -0.70 -2.31 0.02
H -1.19 -1.39 -3.42 0.07
O -0.73 -1.53 -2.59 -0.04
H -2.22 3.21 2.94 0.05
H -2.73 3.82 1.76 0.04
O -1.98 3.99 2.38 -0.07
H 1.83 -2.24 -1.19 0.03
H 2.65 -1.28 -2.01 0.04
O 2.60 -1.63 -1.08 -0.09
H 1.84 3.00 2.15 0.06
H 0.30 3.67 1.93 0.05
O 0.94 2.94 1.84 -0.05
H 2.21 1.14 -0.48 0.01
H 1.49 2.42 -0.16 0.06
O 2.06 2.02 -0.84 -0.07
H 3.16 -0.48 0.18 0.01
H 4.18 0.47 0.61 0.10
O 3.24 0.29 0.75 -0.05
H 1.23 -1.63 0.79 0.02
H 0.94 -3.04 1.29 0.06
O 0.89 -2.11 1.59 -0.07
H -2.04 -3.00 2.66 0.08
H -0.82 -2.25 2.12 0.03
O -1.79 -2.22 2.16 -0.05
H -0.39 -3.68 -0.87 0.02
H 0.81 -4.59 -1.11 0.06
O 0.54 -3.83 -0.60 -0.05
H 2.11 -0.57 3.59 0.03
H 2.59 0.35 2.41 -0.02
O 2.30 0.35 3.35 -0.08
```

The LUMO energy comes out at 0.10 eV.



Run b
A 16-piece molecular cluster, C3H37NO16S overall, computed with ωB97M-V/def2-TZVPD.

XYZ file:
```
58
Properties=species:S:1:pos:R:3:lowdin_charge:R:1
C -1.41 0.84 -1.69 -0.17
C -2.04 1.81 -0.70 -0.50
S -1.90 1.16 0.99 0.79
C 0.06 0.65 -1.43 -0.53
N 0.50 -0.23 -0.47 0.19
O 0.89 1.45 -1.86 0.00
H -2.04 -0.03 -1.83 0.09
H -1.48 1.22 -2.70 0.11
H -1.63 2.81 -0.78 0.05
H -3.09 2.00 -0.90 0.08
H -2.95 1.78 1.58 -0.11
H 1.50 -0.34 -0.32 0.10
H -0.16 -0.90 -0.18 0.06
H -4.36 -2.36 -1.59 0.05
H -2.92 -1.97 -1.33 0.02
O -3.84 -1.68 -1.12 -0.09
H 0.00 1.38 -4.19 0.00
H 1.40 1.16 -4.14 0.03
O 0.61 0.72 -4.46 -0.04
H 3.35 1.16 -2.08 0.04
H 3.88 0.18 -1.01 0.00
O 4.02 0.46 -1.93 -0.07
H -2.05 4.70 1.17 0.03
H -2.89 4.34 -0.14 0.04
O -2.74 4.18 0.79 -0.06
H 1.39 4.78 0.75 0.00
H 0.84 4.61 -0.77 0.04
O 0.82 5.16 0.04 -0.09
H 0.17 -0.28 3.19 0.01
H 0.28 1.13 2.79 0.01
O 0.52 0.58 3.56 -0.09
H 1.12 -3.10 -1.95 0.07
H 1.11 -4.52 -1.33 0.07
O 0.79 -3.62 -1.15 -0.08
H 3.63 0.13 1.74 -0.02
H 4.36 -1.06 1.30 0.06
O 3.71 -0.43 0.95 -0.07
H 2.63 2.80 2.29 0.01
H 2.14 2.43 0.92 0.05
O 2.07 3.13 1.59 -0.04
H -2.92 -3.20 1.93 0.03
H -2.05 -4.43 2.16 0.08
O -1.98 -3.48 2.01 -0.06
H 0.60 -2.10 2.61 0.04
H -0.78 -2.40 2.14 0.02
O -0.14 -1.65 2.24 -0.07
H -4.15 -1.78 1.00 0.03
H -3.23 -1.25 2.10 0.02
O -3.99 -1.83 1.97 -0.06
H 2.14 0.96 3.40 0.03
H 3.43 0.26 3.49 0.05
O 3.06 0.98 3.01 -0.08
H 2.89 -0.87 -3.06 0.01
H 3.36 -2.24 -2.66 0.01
O 2.82 -1.81 -3.32 -0.06
H -1.02 -3.62 -1.20 0.02
H -2.32 -4.06 -0.29 -0.01
O -2.00 -3.69 -1.08 -0.06
```

The LUMO energy comes out at -0.16 eV.



What should be chosen as the most stable of them? Choose run b.



Run a
An isolated ion of composition C9H23N3P and charge +1, computed with ωB97M-V/def2-TZVPD.

XYZ file:
```
36
Properties=species:S:1:pos:R:3:lowdin_charge:R:1
C -1.89 -3.08 -0.02 -0.14
C -1.97 -1.65 0.51 -0.34
P -1.01 -0.40 -0.40 0.85
N -1.21 -0.19 -2.09 -0.18
C -1.50 1.16 0.66 -0.43
C -3.02 1.53 0.45 -0.09
C -0.54 2.30 0.33 -0.11
N 0.64 -0.53 -0.12 -0.28
C 1.40 -0.51 1.03 -0.16
C 2.52 0.60 0.92 -0.08
N 3.38 0.48 -0.28 0.08
C 2.42 0.46 -1.48 -0.05
C 1.50 -0.72 -1.24 -0.20
H -2.20 -3.13 -1.04 0.05
H -0.80 -3.37 0.04 0.08
H -2.47 -3.79 0.59 0.09
H -1.62 -1.71 1.49 0.05
H -3.08 -1.51 0.70 0.12
H -2.18 -0.01 -2.22 -0.07
H -1.58 0.91 1.80 0.13
H -3.06 2.39 1.06 0.06
H -3.15 1.84 -0.55 0.06
H -3.66 0.72 0.81 0.07
H -0.85 3.06 -0.36 0.09
H 0.33 1.97 -0.17 0.01
H -0.17 2.79 1.18 0.06
H 1.87 -1.48 1.14 0.13
H 0.77 -0.20 1.85 0.13
H 2.02 1.49 1.14 0.10
H 3.28 0.50 1.66 0.13
H 4.16 1.14 -0.32 0.20
H 3.81 -0.41 -0.12 0.16
H 3.05 0.22 -2.31 0.13
H 1.83 1.40 -1.56 0.15
H 0.85 -0.73 -2.07 0.07
H 2.12 -1.52 -1.00 0.11
```

As for the charge: +1. Its structure (SMILES) is CC[P@@](=N)(C(C)C)N1CC[NH2+]CC1. The LUMO energy comes out at -3.29 eV.



Run b
C9H23N3P as an isolated structure, computed with ωB97M-V/def2-TZVPD.

XYZ file:
```
36
Properties=species:S:1:pos:R:3:lowdin_charge:R:1
C 0.84 0.23 -2.52 0.01
C -0.13 -0.44 -1.89 -0.39
C -1.22 -1.40 -2.25 -0.08
C 2.60 0.82 0.78 -0.16
C 2.56 -1.29 -0.02 -0.20
C -0.54 -2.01 1.78 -0.06
C -2.54 -0.98 0.73 -0.05
C -0.85 2.03 1.62 -0.08
C -0.85 2.59 -0.71 -0.09
N 1.87 -0.41 0.86 -0.20
N -1.09 -0.89 0.99 -0.31
N -0.77 1.48 0.25 -0.35
P -0.17 -0.01 0.01 1.04
H 1.60 0.93 -2.07 0.09
H 0.93 0.10 -3.57 0.07
H -2.18 -0.70 -2.26 0.13
H -1.26 -2.13 -1.31 0.10
H -0.92 -1.85 -3.23 0.10
H 3.45 0.55 1.39 0.11
H 2.80 1.18 -0.19 0.07
H 2.14 1.58 1.20 0.02
H 2.08 -2.35 -0.24 0.12
H 2.69 -0.92 -0.95 0.00
H 3.65 -1.51 0.51 0.16
H 0.48 -1.91 1.72 0.01
H -0.85 -2.09 2.74 0.06
H -0.58 -3.03 1.25 0.13
H -2.98 -1.10 1.63 0.07
H -2.75 -0.03 0.47 0.05
H -2.94 -1.63 0.04 0.07
H 0.01 1.53 2.09 0.07
H -0.69 3.09 1.64 0.08
H -1.75 1.68 2.29 0.13
H -1.92 3.10 -0.48 0.15
H -0.05 3.46 -0.62 0.13
H -0.69 2.33 -1.66 0.00
```

As for the charge: +1. The LUMO energy comes out at -3.34 eV.



What should be chosen as the most stable of them? Choose run a.